DFT (ωB97M-V/def2-TZVPD) results for C20H51BaN5O13 as an isolated structure in a non-equilibrium geometry.

The geometry in XYZ format:
```
90
Properties=species:S:1:pos:R:3
Ba 2.1420 1.4779 -0.3457
N -0.9248 -0.7910 0.0325
O -1.8640 -1.0754 -0.7088
O 0.2006 -0.5235 -0.4514
O -1.0970 -0.8337 1.2776
N -1.0608 1.6565 -2.5259
O 0.0368 1.9872 -2.0179
O -1.1235 0.8075 -3.4383
O -2.1489 2.0933 -2.0710
C -2.7778 -3.3693 3.5581
C -1.8871 -4.3807 2.8619
O -1.7866 -5.5786 3.6171
H -2.8954 -2.5342 2.8608
H -2.3000 -2.9766 4.4606
H -3.7695 -3.7090 3.8524
H -0.9073 -3.9581 2.6332
H -2.4201 -4.5681 1.9271
H -1.0208 -5.5837 4.1925
C -0.9674 2.6536 1.8391
O 0.2343 2.9595 1.1572
C 0.2734 4.3272 0.6974
C 1.7299 4.8017 0.5587
N 2.5861 4.2451 -0.4930
C 2.2624 4.5235 -1.8729
C 3.2122 3.7409 -2.8030
O 2.9902 2.3366 -2.7137
C 3.7202 1.6313 -3.7045
H -1.8262 2.6250 1.1624
H -1.2047 3.3572 2.6437
H -0.8380 1.6532 2.2526
H -0.2425 4.9626 1.4175
H -0.2279 4.3493 -0.2755
H 1.9928 4.7339 1.6152
H 1.5514 5.8786 0.4164
H 3.4734 4.7317 -0.4069
H 2.4507 5.5787 -2.1214
H 1.2031 4.4092 -2.1081
H 4.1946 4.1251 -2.4802
H 3.2327 4.1421 -3.8206
H 3.5418 0.5628 -3.6210
H 4.7823 1.8936 -3.7156
H 3.3574 1.9564 -4.6856
C 4.7661 3.2022 1.8801
O 3.4723 2.6192 1.8709
C 3.3116 1.8579 3.0499
C 2.1845 0.7819 3.0401
N 2.0781 -0.1054 1.8244
C 3.2746 -0.8832 1.7384
C 3.1894 -1.9179 0.6013
O 2.9152 -1.2343 -0.6194
C 2.8699 -2.0766 -1.7425
H 5.6182 2.5479 2.0809
H 4.8115 4.0390 2.5807
H 4.9726 3.5856 0.8795
H 3.0648 2.5065 3.8981
H 4.2328 1.3494 3.3507
H 1.2363 1.2784 3.2464
H 2.3138 0.1279 3.9091
H 1.2755 -0.7344 1.8580
H 3.5124 -1.4725 2.6336
H 4.1748 -0.3383 1.4257
H 2.3076 -2.5562 0.7322
H 4.1190 -2.4902 0.5616
H 3.8403 -2.5272 -1.9875
H 2.5965 -1.5775 -2.6714
H 2.1629 -2.8909 -1.5663
C -0.9760 -3.2876 -3.2554
O -2.3004 -3.0201 -2.8147
C -2.9039 -4.1142 -2.1494
C -4.0452 -3.6938 -1.2493
N -5.1421 -2.9191 -1.9101
C -6.1364 -2.5162 -0.9085
C -5.6179 -1.3972 0.0105
O -4.9613 -0.3966 -0.7065
C -4.2086 0.4822 0.0612
H -0.6031 -2.3408 -3.6474
H -1.0745 -3.8648 -4.1837
H -0.3024 -3.7305 -2.5221
H -2.1627 -4.6377 -1.5381
H -3.2738 -4.7540 -2.9632
H -3.6543 -2.9432 -0.5565
H -4.4907 -4.5324 -0.7035
H -5.5377 -3.6287 -2.5235
H -6.6117 -3.3279 -0.3426
H -6.9828 -2.0983 -1.4605
H -4.9073 -1.7186 0.7871
H -6.4950 -1.2182 0.6551
H -3.5754 1.0508 -0.6273
H -3.4245 0.0022 0.6632
H -4.7911 1.1943 0.6577
```

Computed properties:
**Charge**: 0
**LUMO**: -0.8 eV
**Largest force on an atom**: 3.69 eV Å⁻¹
**Highest occupied orbital energy**: -7.4 eV
**E**: -2069.6701 a.u.